# 1
{
  "formula": "C18H37F13N6O16P2S",
  "method": "the ωB97M-V functional and the def2-TZVPD basis",
  "gap_ev": 8.036,
  "energy_ha": -4619.06866,
  "homo_ev": -8.10,
  "elements": ["C", "C", "C", "O", "P", "O", "O", "C", "C", "C", "F", "F", "C", "F", "F", "C", "F", "F", "C", "F", "F", "S", "F", "F", "F", "F", "F", "O", "P", "C", "C", "C", "H", "H", "H", "H", "H", "H", "H", "H", "H", "H", "H", "H", "H", "H", "H", "H", "H", "H", "H", "C", "N", "O", "O", "H", "H", "H", "C", "N", "O", "O", "H", "H", "H", "C", "N", "O", "O", "H", "H", "H", "C", "N", "O", "O", "H", "H", "H", "C", "N", "O", "O", "H", "H", "H", "C", "N", "O", "O", "H", "H", "H"],
  "xyz": [[-5.124, -3.510, -3.714], [-4.206, -2.618, -2.882], [-3.700, -3.339, -1.657], [-3.276, -2.451, -0.610], [-1.810, -1.879, -0.729], [-1.209, -2.050, -2.050], [-1.981, -0.373, -0.270], [-1.462, 0.638, -1.161], [-2.048, 1.968, -0.696], [-1.051, 3.045, -0.342], [-0.082, 2.469, 0.442], [-1.627, 4.011, 0.427], [-0.253, 3.704, -1.495], [0.523, 4.660, -0.933], [0.572, 2.784, -2.023], [-1.110, 4.415, -2.596], [-0.688, 5.683, -2.781], [-2.385, 4.506, -2.123], [-1.211, 3.651, -3.950], [-1.313, 2.316, -3.734], [-2.365, 4.042, -4.548], [0.182, 4.007, -5.193], [1.192, 4.437, -4.066], [-0.302, 5.475, -5.409], [-0.781, 3.509, -6.346], [0.708, 2.517, -5.051], [1.304, 4.222, -6.284], [-1.023, -2.615, 0.431], [0.626, -3.026, 0.131], [1.550, -1.465, 0.490], [1.082, -4.171, 1.513], [1.325, -5.578, 0.929], [-4.946, -3.355, -4.770], [-6.164, -3.266, -3.544], [-4.959, -4.562, -3.515], [-4.674, -1.680, -2.612], [-3.352, -2.356, -3.497], [-2.951, -4.077, -1.910], [-4.539, -3.887, -1.238], [-0.386, 0.594, -1.136], [-1.818, 0.429, -2.157], [-2.788, 2.303, -1.408], [-2.589, 1.776, 0.223], [0.889, -0.664, 0.796], [2.336, -1.637, 1.216], [2.035, -1.221, -0.447], [2.033, -3.807, 1.886], [0.355, -4.207, 2.315], [2.198, -6.001, 1.398], [0.455, -6.191, 1.110], [1.537, -5.516, -0.130], [-2.329, 1.426, 3.691], [-1.877, 0.231, 2.927], [-0.734, 0.220, 2.523], [-2.687, -0.651, 2.768], [-1.505, 2.126, 3.758], [-3.170, 1.860, 3.159], [-2.630, 1.085, 4.677], [2.994, -9.734, 2.376], [1.732, -8.944, 2.351], [0.765, -9.439, 1.817], [1.763, -7.850, 2.865], [2.815, -10.680, 1.881], [3.750, -9.153, 1.857], [3.265, -9.877, 3.417], [3.872, 2.326, 1.023], [3.897, 1.110, 1.878], [2.921, 0.866, 2.552], [4.900, 0.433, 1.835], [2.923, 2.824, 1.161], [4.694, 2.961, 1.336], [4.004, 1.999, -0.005], [4.288, 3.688, -5.772], [5.541, 3.330, -5.052], [5.543, 2.314, -4.395], [6.475, 4.089, -5.175], [3.545, 2.925, -5.577], [3.964, 4.656, -5.405], [4.523, 3.734, -6.831], [-0.508, 5.215, 3.056], [0.412, 5.043, 4.212], [-0.074, 4.928, 5.311], [1.598, 5.032, 3.966], [-1.526, 5.209, 3.425], [-0.265, 6.164, 2.588], [-0.332, 4.393, 2.374], [-0.315, -1.251, 6.579], [-1.305, -0.194, 6.932], [-0.901, 0.944, 7.027], [-2.451, -0.547, 7.094], [0.655, -0.784, 6.463], [-0.312, -1.975, 7.387], [-0.646, -1.709, 5.651]],
  "forces_ev_per_a": [[-0.0682, 0.3890, -0.0608], [0.6666, -0.0717, -0.6073], [-1.1302, -0.2130, 0.2480], [0.2071, 0.1373, 0.0292], [-0.0392, -0.9343, 0.1693], [0.2152, 0.3560, -0.4201], [0.1383, 0.2913, 0.0494], [-0.4982, -0.1182, 0.3338], [-0.0892, -0.1301, 0.1299], [0.2479, -0.8143, 0.2469], [-0.0956, 0.3017, -0.0343], [0.0180, -0.0321, -0.4732], [0.3243, 0.7908, 0.5332], [-0.0136, -0.0921, -0.0429], [-0.1047, -0.0899, -0.1913], [-0.5019, 0.2569, 0.3603], [-0.1308, -0.6241, -0.0821], [0.3326, -0.0431, -0.1549], [-0.9387, -0.1135, -0.4633], [0.0549, 1.0662, -0.0431], [0.8385, -0.0841, 0.4277], [0.0331, -1.7660, -1.0115], [0.0745, 0.4167, 0.1839], [-0.0808, 0.3527, 0.2999], [-0.1602, 0.0847, -0.0884], [0.1048, -0.0944, 0.2658], [0.1112, 0.4613, 0.1105], [0.5030, 0.3205, 0.2413], [0.0946, -0.3742, -0.6342], [-0.3305, -0.4639, -0.0918], [-0.0942, 0.0581, -0.6179], [-0.0694, 0.6754, 0.2444], [0.0430, 0.0015, -0.2758], [-0.3007, -0.1774, 0.1818], [-0.0035, -0.2633, 0.0957], [-0.2879, 0.1005, 0.2232], [0.2685, 0.1844, -0.0141], [0.4398, 0.0131, -0.0217], [-0.0967, -0.0811, 0.3316], [0.3602, 0.1286, -0.0576], [0.1465, -0.1696, -0.3406], [-0.0735, 0.3468, -0.1385], [-0.0624, -0.0291, 0.2575], [-0.0311, 0.1897, 0.2409], [0.0173, 0.1010, 0.3566], [0.0396, 0.2679, -0.2437], [0.0736, 0.3109, 0.2918], [-0.0927, 0.1957, 0.2607], [0.0744, -0.3657, 0.2394], [-0.0726, -0.4190, -0.1293], [-0.1048, -0.0562, -0.3339], [0.1212, 0.1843, 0.0804], [-0.0376, 0.1387, 0.0377], [0.1990, 0.0022, -0.0176], [-0.1407, -0.1847, -0.0043], [0.0696, -0.0531, 0.0027], [-0.0959, -0.0971, 0.0224], [-0.1142, 0.0100, -0.0121], [0.0219, -0.1475, -0.0751], [0.0937, -0.1329, -0.0538], [-0.1623, -0.0913, -0.0842], [0.0360, 0.0929, 0.2969], [-0.0497, -0.0023, -0.0171], [0.0201, 0.0571, 0.0652], [0.0403, 0.0799, 0.0183], [-0.0730, 0.0852, -0.0381], [-0.0658, 0.0314, -0.0390], [-0.1856, 0.0247, 0.1030], [0.2205, -0.1145, -0.0379], [-0.1379, 0.0088, 0.0552], [0.0864, -0.0443, -0.0438], [0.0929, 0.0004, 0.0123], [-0.1612, -0.1310, -0.0336], [-0.1434, 0.0702, -0.0994], [-0.0074, -0.2169, 0.1615], [0.1646, 0.1476, -0.0259], [0.0414, -0.0547, 0.0702], [0.0702, 0.0611, -0.0462], [0.0518, 0.1087, -0.0007], [-0.1377, 0.0280, 0.0779], [0.0689, 0.0520, -0.1995], [-0.1886, -0.0564, 0.3131], [0.1616, -0.0018, -0.0952], [-0.0136, 0.0076, 0.0533], [0.0633, -0.0397, -0.0674], [0.1215, 0.0017, -0.0601], [0.1574, 0.0219, -0.0233], [0.2997, -0.1052, -0.0472], [-0.0187, 0.1886, -0.0277], [-0.2703, -0.0528, -0.0080], [-0.0053, 0.0590, -0.0007], [-0.0841, -0.0561, -0.0267], [-0.0654, -0.0580, 0.0340]]
}

=====

# 2
{
  "formula": "C18H37F2N2O4S",
  "method": "the ωB97M-V functional and the def2-TZVPD basis",
  "gap_ev": 2.055,
  "charge": -1,
  "energy_ha": -1716.10875,
  "homo_ev": -1.45,
  "elements": ["C", "C", "C", "F", "N", "C", "C", "C", "C", "C", "O", "C", "S", "O", "O", "F", "H", "H", "H", "H", "H", "H", "H", "H", "H", "H", "H", "H", "H", "H", "H", "H", "H", "H", "H", "C", "C", "C", "C", "C", "C", "N", "O", "C", "C", "C", "H", "H", "H", "H", "H", "H", "H", "H", "H", "H", "H", "H", "H", "H", "H", "H", "H", "H"],
  "xyz": [[4.849, 1.185, 1.910], [6.347, 0.456, 1.824], [6.194, -0.900, 0.856], [5.519, -0.435, -0.376], [5.423, -1.905, 1.679], [4.600, -2.858, 0.844], [3.007, -2.512, 1.129], [2.292, -1.613, -0.040], [0.793, -1.058, 0.326], [-0.168, -2.128, 1.120], [-0.383, -1.570, 2.479], [-1.818, -1.462, 2.788], [6.528, -2.972, 2.582], [7.348, -3.910, 1.630], [5.753, -3.800, 3.680], [7.718, -2.067, 3.468], [5.001, 2.132, 2.613], [4.141, 0.368, 2.393], [4.442, 1.528, 0.868], [6.620, 0.184, 2.939], [7.175, 1.171, 1.378], [7.270, -1.360, 0.676], [4.761, -3.961, 1.272], [4.886, -2.911, -0.288], [2.991, -1.877, 2.140], [2.426, -3.516, 1.394], [2.346, -2.240, -1.039], [2.977, -0.645, -0.180], [0.795, -0.026, 0.922], [0.246, -0.828, -0.709], [-1.185, -2.227, 0.503], [0.264, -3.213, 1.198], [-2.184, -2.492, 3.259], [-1.924, -0.613, 3.606], [-2.482, -1.120, 1.872], [-4.755, 1.156, 0.391], [-4.302, 0.688, -1.010], [-5.388, 1.049, -2.058], [-5.517, 2.535, -2.377], [-4.226, 3.319, -2.184], [-2.931, 2.470, -2.254], [-3.030, 1.395, -1.250], [-1.908, 0.581, -1.209], [-1.766, 3.419, -1.861], [-2.695, 1.998, -3.707], [-4.243, -0.866, -0.981], [-4.023, 0.879, 1.156], [-5.712, 0.701, 0.674], [-4.883, 2.242, 0.440], [-5.178, 0.516, -2.994], [-6.370, 0.675, -1.732], [-5.866, 2.642, -3.411], [-6.299, 2.981, -1.751], [-4.192, 4.136, -2.917], [-4.275, 3.815, -1.206], [-1.860, 3.748, -0.819], [-1.763, 4.318, -2.489], [-0.786, 2.941, -1.976], [-2.628, 2.860, -4.384], [-3.497, 1.358, -4.085], [-1.757, 1.443, -3.808], [-5.227, -1.289, -0.741], [-3.551, -1.241, -0.220], [-3.942, -1.275, -1.953]],
  "forces_ev_per_a": [[0.9884, -0.2572, 0.3986], [-0.9824, 0.1703, -0.5885], [1.9973, 2.4971, 1.3736], [1.5072, -1.9544, 2.9229], [1.1193, -0.4922, -0.5328], [-1.9949, -2.3758, 0.1957], [-0.1762, 0.5767, 0.8396], [0.9059, 0.3982, 0.4105], [-0.6183, -0.3173, -1.1021], [-0.2225, 0.5480, -0.7793], [-1.9487, -0.6845, -1.5581], [-0.3581, 0.3199, 0.8815], [1.0060, -7.0242, 1.3631], [-2.7271, 4.4502, 3.3910], [2.8743, 4.4412, -4.4587], [-2.6355, -1.0070, -2.0631], [-0.6547, -2.1095, -1.4564], [1.2790, 2.0207, -0.9719], [0.8673, -0.7449, 2.0766], [-0.3296, 0.2142, -2.4643], [-1.7703, -1.5223, 0.8593], [-2.2923, 1.0931, -0.6564], [-0.3082, 2.4652, -1.0048], [-0.3581, 0.5043, 2.2027], [0.0290, -1.4243, -2.1411], [1.2788, 2.1414, -0.8706], [-0.3712, 1.3410, 1.9091], [-1.3833, -2.1730, 0.1113], [0.1515, -2.5018, -1.1944], [1.1356, -0.2657, 2.3046], [2.0882, 0.4212, 1.5285], [-0.5486, 2.0122, -0.0595], [0.5029, 2.1362, -1.0960], [0.2786, -1.8367, -1.5884], [1.5240, -0.8595, 1.6996], [-0.4842, -0.1613, 0.1745], [-0.5413, 0.1843, 0.0047], [-0.0693, -0.1977, -0.0488], [-0.2985, 0.0818, -0.1269], [0.1940, 0.1465, 0.1917], [-0.3927, 0.0039, 0.1922], [0.1844, 0.4729, 0.0356], [0.4909, -0.4523, -0.1337], [0.1358, -0.2340, -0.0083], [0.1813, -0.0086, -0.2700], [0.4488, 0.2303, -0.1118], [0.1055, 0.0184, -0.2538], [-0.1103, -0.0787, 0.0423], [0.0938, -0.0766, -0.1456], [0.1845, -0.0575, 0.2109], [0.1792, -0.0523, 0.0810], [-0.0147, -0.0413, 0.0896], [0.0457, -0.0075, -0.0521], [0.1972, -0.1222, 0.0029], [0.2641, -0.1672, -0.0297], [-0.0972, -0.2142, -0.1272], [-0.1491, -0.0741, -0.0871], [-0.3031, -0.1309, 0.0800], [-0.0380, 0.0256, 0.0737], [-0.0062, 0.0309, 0.1463], [-0.1628, -0.0080, 0.3030], [-0.0675, 0.3100, -0.0533], [0.0543, 0.2302, -0.2516], [0.1221, 0.1491, 0.1893]]
}

=====

# 3
{
  "formula": "C18H37FN3O10P2S3",
  "method": "the ωB97M-V functional and the def2-TZVPD basis",
  "gap_ev": 7.997,
  "charge": 1,
  "energy_ha": -3601.79325,
  "homo_ev": -11.95,
  "elements": ["C", "C", "O", "C", "C", "C", "C", "F", "C", "N", "C", "S", "N", "C", "C", "C", "N", "O", "C", "S", "S", "H", "H", "H", "H", "H", "H", "H", "H", "H", "H", "H", "H", "H", "H", "H", "H", "H", "H", "H", "C", "O", "P", "O", "O", "C", "O", "C", "H", "H", "H", "H", "H", "H", "H", "H", "H", "C", "O", "P", "O", "O", "C", "O", "C", "H", "H", "H", "H", "H", "H", "H", "H", "H"],
  "xyz": [[2.556, -3.124, -1.994], [2.853, -1.734, -1.423], [1.704, -0.879, -1.307], [1.122, -0.487, -2.495], [0.849, 1.025, -2.371], [2.044, 1.977, -2.419], [2.364, 2.562, -3.771], [2.574, 1.526, -4.687], [-0.395, 1.238, -3.132], [-0.836, 2.437, -3.611], [-0.891, 2.641, -4.823], [-0.944, 2.888, -6.323], [-1.069, 0.136, -3.242], [-2.411, 0.025, -3.831], [-3.509, 0.810, -3.114], [-3.544, 0.546, -1.624], [-2.760, 1.319, -0.773], [-4.233, -0.335, -1.192], [-0.329, -1.038, -2.720], [-0.363, -2.291, -4.107], [-1.016, -1.814, -1.265], [2.915, -3.231, -3.015], [3.029, -3.873, -1.365], [1.488, -3.335, -1.964], [3.281, -1.856, -0.434], [3.595, -1.237, -2.051], [1.744, -0.660, -3.373], [0.486, 1.097, -1.332], [1.865, 2.808, -1.737], [2.903, 1.425, -2.043], [1.595, 3.230, -4.149], [3.284, 3.143, -3.705], [-2.701, -1.020, -3.805], [-2.343, 0.328, -4.872], [-3.448, 1.879, -3.316], [-4.461, 0.450, -3.495], [-2.076, 0.767, -0.269], [-2.337, 2.128, -1.208], [0.932, -2.286, -4.435], [-1.964, -2.519, -1.893], [3.615, -0.229, 3.771], [4.890, -0.046, 3.140], [5.616, -1.281, 2.442], [4.701, -2.262, 1.859], [6.633, -1.843, 3.519], [6.124, -2.530, 4.671], [6.569, -0.591, 1.407], [7.735, 0.146, 1.820], [3.117, 0.736, 3.777], [3.012, -0.949, 3.220], [3.746, -0.568, 4.799], [5.230, -3.102, 4.421], [5.905, -1.812, 5.461], [6.899, -3.210, 5.011], [7.701, 0.395, 2.878], [7.772, 1.060, 1.234], [8.618, -0.456, 1.616], [-6.481, 0.974, 0.942], [-6.741, 0.524, 2.278], [-6.217, 1.398, 3.502], [-6.125, 2.828, 3.225], [-4.849, 0.707, 3.941], [-3.721, 0.827, 3.075], [-7.175, 0.998, 4.671], [-7.140, -0.302, 5.283], [-7.234, 0.533, 0.294], [-6.550, 2.060, 0.882], [-5.495, 0.647, 0.614], [-3.714, 1.795, 2.572], [-3.734, 0.024, 2.335], [-2.828, 0.736, 3.689], [-6.605, -1.023, 4.670], [-8.168, -0.631, 5.414], [-6.658, -0.218, 6.254]],
  "forces_ev_per_a": [[-0.1785, 0.1757, 0.2074], [0.3562, -0.6330, -0.2847], [0.0987, -0.2285, 0.0453], [-0.4374, 0.9584, 0.3654], [0.0956, 0.2419, 1.1304], [-0.3724, 0.0506, -0.4488], [0.6079, 0.0176, 0.1190], [-0.2915, 0.0912, 0.0090], [0.1135, -0.3453, -0.1052], [0.1349, -0.2710, 0.0196], [-0.2035, 0.0293, 0.1759], [-0.0352, 0.2506, -0.4696], [-0.0532, 0.4341, 0.1448], [-0.3416, 0.0043, 0.0864], [-0.1139, 0.6452, 0.1040], [-0.0271, 0.0365, 0.1798], [0.5178, 0.2600, -0.6919], [-0.0766, -0.7608, 0.1596], [0.5767, -1.4984, -1.6231], [-0.2687, 0.0774, 0.1848], [0.0754, 0.3757, 0.6638], [-0.0143, -0.0971, -0.0769], [0.1455, -0.1015, -0.1211], [-0.0669, 0.0014, -0.0144], [-0.2000, 0.3777, 0.2223], [0.0499, 0.1792, 0.0522], [0.0733, -0.2217, -0.0075], [-0.0204, -0.0131, 0.0631], [0.0577, 0.0485, 0.0545], [0.0612, -0.0185, 0.0858], [-0.1544, -0.1230, -0.1408], [0.0555, -0.0556, -0.0715], [0.2328, -0.1526, -0.0413], [-0.0494, -0.0619, -0.1067], [0.0928, 0.0530, -0.0417], [-0.0149, 0.0174, -0.1759], [-0.3597, -0.0013, 0.4785], [0.0500, -0.0049, 0.0314], [0.1218, 0.1735, 0.0716], [-0.1178, 0.0612, -0.1333], [-0.0807, 0.0426, 0.0076], [-0.0545, -0.0716, 0.0240], [0.0109, 0.0157, -0.0576], [-0.1885, 0.0344, -0.0655], [0.0174, -0.0292, -0.0295], [-0.0219, -0.0289, 0.0675], [0.1451, 0.0356, 0.0888], [0.0434, 0.0712, -0.0631], [0.0510, 0.0340, 0.0022], [0.0444, -0.0340, -0.0178], [0.0094, -0.0068, 0.0011], [0.0088, -0.0038, -0.0341], [-0.0048, 0.0142, -0.0180], [0.0340, 0.0092, -0.0268], [-0.0406, -0.0110, 0.0163], [-0.0433, -0.0151, -0.0314], [-0.0122, -0.0328, 0.0192], [-0.0497, 0.0942, -0.1739], [0.0558, 0.0458, -0.0258], [-0.0973, -0.0428, 0.0326], [0.0323, 0.0986, -0.1087], [0.0496, -0.0167, 0.0598], [0.0332, -0.0148, -0.0282], [0.1131, -0.0990, 0.0603], [-0.1004, -0.0484, 0.0471], [-0.0197, -0.0854, 0.0715], [-0.0038, 0.0049, 0.0822], [-0.0146, -0.0358, 0.0347], [-0.0154, 0.0176, 0.0167], [-0.0236, 0.0070, -0.0113], [-0.0152, -0.0106, 0.0318], [0.0081, 0.0203, -0.0419], [-0.0207, 0.0497, -0.0167], [0.0308, 0.0193, -0.0134]]
}